1.
A single C4H4N2O molecule, computed with ωB97M-V with the def2-TZVPD basis set.

Element x y z (Å)
H -2.6030 -0.9033 0.1530
N -2.2251 0.0440 -0.0026
C -0.9487 -0.0009 -0.1280
C -0.2098 -1.4168 -0.0420
O -0.8069 -2.3576 0.4513
C -0.0452 1.1247 0.0007
C 1.2271 0.8101 0.0871
N 2.3871 0.6493 -0.0755
H 0.7095 -1.5676 -0.6325
H -0.4384 2.1196 0.1657
H 2.9535 1.4985 0.0229

## Properties
relative energy (zero: lowest compared OMol25 entry of this formula, charge and spin): 85.8 kcal/mol
Kohn-Sham gap: 0.290 Ha
multiplicity: 1

---

2.
A single C24H29N3O6S molecule, computed with ωB97M-V with the def2-TZVPD basis set.

Element x y z (Å)
C -2.3273 -3.0138 1.8779
O -2.8250 -2.0392 0.9978
C -2.4516 -0.7423 1.2095
C -1.5739 -0.3177 2.1890
C -1.2745 1.0290 2.3381
C -1.8639 1.9766 1.5259
C -1.5502 3.4406 1.6933
C -1.0689 4.0799 0.3846
N -0.0030 3.3108 -0.2139
C -0.1715 2.5897 -1.3277
O -1.1636 2.6177 -2.0314
C 1.0581 1.7333 -1.6793
N 1.2605 0.6298 -0.7649
C 0.5249 -0.5573 -0.9168
C 0.9762 -1.7280 -0.3215
C 0.2794 -2.9120 -0.4887
C -0.8713 -2.9667 -1.2609
C -1.6344 -4.2406 -1.4525
C -1.3109 -1.7921 -1.8576
C -0.6334 -0.6012 -1.6895
S 2.2152 0.8727 0.5724
O 2.5531 2.2741 0.5801
O 1.6137 0.3300 1.7485
C 3.7246 0.0007 0.2519
C 4.3440 -1.0578 0.9837
C 3.8335 -1.7628 2.1831
N 5.4928 -1.3499 0.4374
O 5.6736 -0.5268 -0.6244
C 4.6262 0.2925 -0.7407
C 4.6223 1.3038 -1.8197
C -2.7478 1.5550 0.5347
C -3.0318 0.2150 0.3497
O -3.8549 -0.2735 -0.6210
C -4.3151 0.6252 -1.6027
H -2.6191 -2.8073 2.9135
H -2.7741 -3.9547 1.5604
H -1.2369 -3.0909 1.8160
H -1.0923 -1.0265 2.8417
H -0.5686 1.3240 3.0984
H -0.7741 3.5516 2.4530
H -2.4381 3.9805 2.0335
H -1.8750 4.1199 -0.3504
H -0.7135 5.0975 0.5758
H 0.8440 3.1725 0.3257
H 0.9449 1.3440 -2.6948
H 1.9429 2.3680 -1.6235
H 1.8664 -1.7138 0.2822
H 0.6508 -3.8101 -0.0144
H -2.6716 -4.0943 -1.1574
H -1.2073 -5.0469 -0.8614
H -1.6232 -4.5355 -2.5015
H -2.2124 -1.8053 -2.4505
H -1.0176 0.2916 -2.1527
H 3.5265 -2.7734 1.9162
H 4.6250 -1.8423 2.9241
H 2.9839 -1.2236 2.5930
H 3.9433 1.0067 -2.6179
H 5.6254 1.3984 -2.2278
H 4.2935 2.2588 -1.4152
H -3.2073 2.2918 -0.1027
H -4.8162 0.0126 -2.3511
H -5.0345 1.3400 -1.1879
H -3.4895 1.1723 -2.0682

## Properties
relative energy (zero: lowest compared OMol25 entry of this formula, charge and spin): 58.5 kcal/mol
Kohn-Sham gap: 0.305 Ha
multiplicity: 1

---

3.
A single C4H5NO2 molecule, computed with ωB97M-V with the def2-TZVPD basis set.

Element x y z (Å)
O -2.4812 0.8886 0.0951
C -1.5566 0.0958 0.0892
C -0.5745 -0.0508 -0.9464
C 0.5323 0.7763 0.7870
N 1.6094 -0.0439 0.5389
C 1.4384 -0.9754 -0.2899
O 0.2871 -1.1332 -0.9917
H -1.2219 -0.4727 0.9755
H -0.8299 0.2536 -1.9753
H 0.6030 1.8317 0.5665
H 0.1373 0.6255 1.8123
H 2.1994 -1.6973 -0.5514

## Properties
relative energy (zero: lowest compared OMol25 entry of this formula, charge and spin): 89.0 kcal/mol
Kohn-Sham gap: 0.341 Ha
multiplicity: 1

---

4.
A single C4H6O2 molecule, computed with ωB97M-V with the def2-TZVPD basis set.

Element x y z (Å)
C -1.2451 -0.2363 0.0086
O -0.8182 1.0779 -0.3056
C 0.5440 1.0376 -0.6963
C 1.1495 -0.2059 -0.0635
O 0.5703 -0.2994 1.4968
C 0.0034 -0.9869 0.4106
H -1.9563 -0.1722 0.8399
H -1.7280 -0.7275 -0.8453
H 0.6299 0.9738 -1.7966
H 1.0270 1.9577 -0.3667
H 1.8324 -0.3474 0.8670
H -0.0085 -2.0715 0.4512

## Properties
relative energy (zero: lowest compared OMol25 entry of this formula, charge and spin): 101.9 kcal/mol
Kohn-Sham gap: 0.400 Ha
multiplicity: 1

---

5.
A molecular structure, C37H26ClIN6O6V, computed with ωB97M-V with the def2-TZVPD basis set.

Element x y z (Å)
V -1.0515 -0.9179 -0.0020
C 2.7113 -1.8548 -0.4559
C 2.9085 -0.4991 0.1539
N 4.1422 -0.1115 0.4117
C 4.3488 1.0973 0.9497
C 3.3326 1.9722 1.2688
C 3.7234 3.3417 1.7837
O 4.6656 3.9862 0.9325
C 2.0057 1.5861 0.9930
C 0.8889 2.4712 1.3477
N -0.2224 2.4919 0.7264
C -1.2153 3.4385 1.0524
C -0.9838 4.6298 1.7463
C -1.9926 5.5565 1.9397
C -3.2695 5.3167 1.4510
C -3.5285 4.1417 0.7629
C -2.5067 3.2267 0.5644
I -2.9357 1.4752 -0.4996
C 1.7780 0.3230 0.4089
O 0.5855 -0.1029 0.1362
H 3.6623 -2.2098 -0.8466
H 1.9689 -1.8165 -1.2546
H 2.3545 -2.5704 0.2907
H 5.3816 1.3819 1.1118
H 4.2257 3.2557 2.7477
H 2.8520 3.9843 1.9213
H 4.3307 3.9442 0.0307
H 1.0577 3.1248 2.2084
H 0.0087 4.8497 2.1174
H -1.7754 6.4815 2.4574
H -4.0588 6.0421 1.5939
H -4.5167 3.9392 0.3737
C -1.4890 -0.1259 4.2524
C -1.5828 0.0193 2.8689
N -1.1908 -0.9182 2.0184
C -0.7034 -2.0780 2.5349
C -0.5889 -2.3160 3.9092
C -0.9841 -1.2929 4.7769
C -0.1028 -3.5977 4.3475
C 0.1900 -4.5688 3.4615
C 0.0535 -4.3562 2.0435
C 0.2852 -5.3482 1.0837
C 0.1190 -5.0336 -0.2470
C -0.2403 -3.7439 -0.6154
N -0.4580 -2.7701 0.2710
C -0.3437 -3.0935 1.5935
H -1.8172 0.6828 4.8899
H -1.9855 0.9277 2.4384
H -0.9016 -1.4323 5.8477
H 0.0039 -3.7740 5.4105
H 0.5280 -5.5387 3.8045
H 0.5714 -6.3452 1.3927
H 0.2713 -5.7761 -1.0177
H -0.3423 -3.4741 -1.6584
O -4.6134 -2.9027 -3.9710
C -3.7001 -2.2674 -4.6818
O -3.7298 -2.2106 -5.8838
C -2.6022 -1.6216 -3.8998
C -1.5700 -0.8560 -4.4152
Cl -1.3231 -0.3503 -6.0130
N -0.7657 -0.4709 -3.3909
N -1.2482 -0.9492 -2.2204
C -2.3474 -1.6345 -2.5238
C -3.1905 -2.1561 -1.3890
O -4.1541 -2.8832 -1.6361
O -2.8324 -1.7340 -0.2448
C 0.3902 0.3853 -3.4395
C 0.5202 1.4051 -2.5139
C 1.6262 2.2385 -2.5741
C 2.5858 2.0672 -3.5600
C 2.4431 1.0419 -4.4835
C 1.3529 0.1893 -4.4207
H -4.4074 -2.8943 -2.9962
H -0.2244 1.5664 -1.7513
H 1.7206 3.0279 -1.8401
H 3.4442 2.7243 -3.6096
H 3.1837 0.8979 -5.2586
H 1.2743 -0.6343 -5.1133

## Properties
relative energy (zero: lowest compared OMol25 entry of this formula, charge and spin): 46.7 kcal/mol
Kohn-Sham gap (spin up / spin down): 0.207 / 0.259 Ha
multiplicity: 4

---

- What is the formula in the third record?
  C4H5NO2

---

What did the third record say?
A single C4H5NO2 molecule, computed with ωB97M-V with the def2-TZVPD basis set.

Element x y z (Å)
O -2.4812 0.8886 0.0951
C -1.5566 0.0958 0.0892
C -0.5745 -0.0508 -0.9464
C 0.5323 0.7763 0.7870
N 1.6094 -0.0439 0.5389
C 1.4384 -0.9754 -0.2899
O 0.2871 -1.1332 -0.9917
H -1.2219 -0.4727 0.9755
H -0.8299 0.2536 -1.9753
H 0.6030 1.8317 0.5665
H 0.1373 0.6255 1.8123
H 2.1994 -1.6973 -0.5514

## Properties
relative energy (zero: lowest compared OMol25 entry of this formula, charge and spin): 89.0 kcal/mol
Kohn-Sham gap: 0.341 Ha
multiplicity: 1

---

Copy entry 5 word for word.
A molecular structure, C37H26ClIN6O6V, computed with ωB97M-V with the def2-TZVPD basis set.

Element x y z (Å)
V -1.0515 -0.9179 -0.0020
C 2.7113 -1.8548 -0.4559
C 2.9085 -0.4991 0.1539
N 4.1422 -0.1115 0.4117
C 4.3488 1.0973 0.9497
C 3.3326 1.9722 1.2688
C 3.7234 3.3417 1.7837
O 4.6656 3.9862 0.9325
C 2.0057 1.5861 0.9930
C 0.8889 2.4712 1.3477
N -0.2224 2.4919 0.7264
C -1.2153 3.4385 1.0524
C -0.9838 4.6298 1.7463
C -1.9926 5.5565 1.9397
C -3.2695 5.3167 1.4510
C -3.5285 4.1417 0.7629
C -2.5067 3.2267 0.5644
I -2.9357 1.4752 -0.4996
C 1.7780 0.3230 0.4089
O 0.5855 -0.1029 0.1362
H 3.6623 -2.2098 -0.8466
H 1.9689 -1.8165 -1.2546
H 2.3545 -2.5704 0.2907
H 5.3816 1.3819 1.1118
H 4.2257 3.2557 2.7477
H 2.8520 3.9843 1.9213
H 4.3307 3.9442 0.0307
H 1.0577 3.1248 2.2084
H 0.0087 4.8497 2.1174
H -1.7754 6.4815 2.4574
H -4.0588 6.0421 1.5939
H -4.5167 3.9392 0.3737
C -1.4890 -0.1259 4.2524
C -1.5828 0.0193 2.8689
N -1.1908 -0.9182 2.0184
C -0.7034 -2.0780 2.5349
C -0.5889 -2.3160 3.9092
C -0.9841 -1.2929 4.7769
C -0.1028 -3.5977 4.3475
C 0.1900 -4.5688 3.4615
C 0.0535 -4.3562 2.0435
C 0.2852 -5.3482 1.0837
C 0.1190 -5.0336 -0.2470
C -0.2403 -3.7439 -0.6154
N -0.4580 -2.7701 0.2710
C -0.3437 -3.0935 1.5935
H -1.8172 0.6828 4.8899
H -1.9855 0.9277 2.4384
H -0.9016 -1.4323 5.8477
H 0.0039 -3.7740 5.4105
H 0.5280 -5.5387 3.8045
H 0.5714 -6.3452 1.3927
H 0.2713 -5.7761 -1.0177
H -0.3423 -3.4741 -1.6584
O -4.6134 -2.9027 -3.9710
C -3.7001 -2.2674 -4.6818
O -3.7298 -2.2106 -5.8838
C -2.6022 -1.6216 -3.8998
C -1.5700 -0.8560 -4.4152
Cl -1.3231 -0.3503 -6.0130
N -0.7657 -0.4709 -3.3909
N -1.2482 -0.9492 -2.2204
C -2.3474 -1.6345 -2.5238
C -3.1905 -2.1561 -1.3890
O -4.1541 -2.8832 -1.6361
O -2.8324 -1.7340 -0.2448
C 0.3902 0.3853 -3.4395
C 0.5202 1.4051 -2.5139
C 1.6262 2.2385 -2.5741
C 2.5858 2.0672 -3.5600
C 2.4431 1.0419 -4.4835
C 1.3529 0.1893 -4.4207
H -4.4074 -2.8943 -2.9962
H -0.2244 1.5664 -1.7513
H 1.7206 3.0279 -1.8401
H 3.4442 2.7243 -3.6096
H 3.1837 0.8979 -5.2586
H 1.2743 -0.6343 -5.1133

## Properties
relative energy (zero: lowest compared OMol25 entry of this formula, charge and spin): 46.7 kcal/mol
Kohn-Sham gap (spin up / spin down): 0.207 / 0.259 Ha
multiplicity: 4